1.
The following is a DFT calculation (ωB97M-V/def2-TZVPD) of a single CH3F2O3P molecule.

Structure (XYZ):
```
10
Properties=species:S:1:pos:R:3:mulliken_charge:R:1
O 2.19 0.02 0.81 -0.3343
O 1.53 -0.07 -0.43 -0.2038
P 0.48 1.13 -0.93 0.0548
C -0.97 0.26 0.03 0.7011
O -1.09 -0.98 -0.40 -0.4333
F -0.63 0.30 1.38 -0.2733
F -2.15 0.96 -0.03 -0.2685
H 1.54 -0.38 1.52 0.3453
H 0.54 0.33 -2.18 0.1026
H -1.45 -1.58 0.23 0.3094
```

The highest occupied orbital energy comes out at -9.903 eV. The calculation puts the orbital gap at 10.36 eV. The maximum force is 2.77 eV/A. As for the total energy: -21948.475 eV. The energy above the lowest of the compared OMol25 structures with the same formula, charge and spin is 0.854 eV.

***

2.
The following is a DFT calculation (ωB97M-V/def2-TZVPD) of 2 unconnected molecules or ions with the total composition CH3F3N.

Structure (XYZ):
```
8
Properties=species:S:1:pos:R:3:mulliken_charge:R:1
C 0.08 -1.37 0.21 -0.0767
N 0.65 -0.24 0.05 0.4929
F 0.78 0.64 1.03 -0.0413
F -1.17 1.91 -0.27 -0.3941
F 1.26 0.16 -1.03 -0.0398
H 0.14 -1.94 -0.67 0.3130
H -0.22 -1.93 1.06 0.3440
H -1.52 2.77 -0.37 0.4019
```

Its net charge is +1. The highest occupied orbital energy comes out at -18.491 eV. The calculation puts the orbital gap at 11.84 eV. The maximum force is 2.39 eV/A. As for the total energy: -10714.878 eV. The energy above the lowest of the compared OMol25 structures with the same formula, charge and spin is 5.954 eV.

***

3.
The following is a DFT calculation (ωB97M-V/def2-TZVPD) of 2 unconnected molecules or ions with the total composition CH3F3N2O.

Structure (XYZ):
```
10
Properties=species:S:1:pos:R:3:mulliken_charge:R:1
C -1.07 1.27 0.77 -0.2922
N -1.24 -0.58 -0.58 -0.1514
N 2.07 -1.04 -0.64 -0.0665
O -1.54 0.15 0.40 -0.0032
F -1.88 -1.76 -0.42 -0.1554
F 2.34 0.10 -1.29 -0.1323
F 2.23 -0.85 0.74 -0.1589
H -0.55 1.97 0.19 0.2896
H 1.07 -0.96 -0.80 0.3699
H -1.44 1.70 1.63 0.3003
```

The highest occupied orbital energy (spin up / spin down) comes out at -9.615 / -9.072 eV. The calculation puts the orbital gap (spin up / spin down) at 9.35 / 8.77 eV. The maximum force is 3.59 eV/A. As for the total energy: -14255.637 eV. The energy above the lowest of the compared OMol25 structures with the same formula, charge and spin is 7.363 eV.

***

4.
The following is a DFT calculation (ωB97M-V/def2-TZVPD) of 2 unconnected molecules or ions with the total composition CH3F3NS.

Structure (XYZ):
```
9
Properties=species:S:1:pos:R:3:mulliken_charge:R:1
C -1.07 0.22 -1.11 -0.4912
N -0.04 -0.17 -0.21 0.0391
F 0.16 -0.67 2.40 -0.1099
F 1.73 -1.28 0.71 -0.0703
F 2.62 1.28 1.22 -0.2998
S 0.85 -0.04 1.03 0.9692
H -0.76 0.58 -2.08 0.3013
H -1.87 0.83 -0.77 0.3422
H -1.62 -0.74 -1.16 0.3194
```

Its net charge is +1. The highest occupied orbital energy (spin up / spin down) comes out at -17.541 / -17.542 eV. The calculation puts the orbital gap (spin up / spin down) at 6.86 / 6.86 eV. The maximum force is 3.98 eV/A. As for the total energy: -21547.893 eV. The energy above the lowest of the compared OMol25 structures with the same formula, charge and spin is 4.798 eV.

***

5.
The following is a DFT calculation (ωB97M-V/def2-TZVPD) of a single CH3FIP molecule.

Structure (XYZ):
```
7
Properties=species:S:1:pos:R:3:mulliken_charge:R:1
C -1.56 1.33 -0.73 -0.7834
F 3.00 -1.14 0.41 -0.2161
P 1.67 -1.98 0.41 0.1341
I -0.62 -0.15 0.24 0.2344
H -1.39 2.30 -0.35 0.3385
H -2.34 0.90 -1.36 0.2902
H 1.24 -1.26 1.39 0.0023
```

The highest occupied orbital energy (spin up / spin down) comes out at -8.440 / -7.802 eV. The calculation puts the orbital gap (spin up / spin down) at 7.66 / 7.24 eV. The maximum force is 3.56 eV/A. As for the total energy: -21188.795 eV. The energy above the lowest of the compared OMol25 structures with the same formula, charge and spin is 3.834 eV.

***

6.
The following is a DFT calculation (ωB97M-V/def2-TZVPD) of 3 unconnected molecules or ions with the total composition CH3FNO.

Structure (XYZ):
```
7
Properties=species:S:1:pos:R:3:mulliken_charge:R:1
C -0.52 0.71 0.05 -0.7365
N 1.01 -0.60 -0.36 0.1644
O 1.65 -0.81 0.64 -0.4182
F -0.05 -1.97 -0.60 -0.6026
H -0.06 1.64 -0.26 0.2135
H -1.33 0.39 -0.58 0.1867
H -0.70 0.64 1.11 0.1927
```

Its net charge is -1. The highest occupied orbital energy (spin up / spin down) comes out at -2.213 / -2.215 eV. The calculation puts the orbital gap (spin up / spin down) at 7.26 / 7.26 eV. The maximum force is 2.34 eV/A. As for the total energy: -7337.430 eV. The energy above the lowest of the compared OMol25 structures with the same formula, charge and spin is 3.288 eV.

***

7.
The following is a DFT calculation (ωB97M-V/def2-TZVPD) of a single CH3FNO2PS molecule.

Structure (XYZ):
```
10
Properties=species:S:1:pos:R:3:mulliken_charge:R:1
O 1.54 -0.95 1.42 -0.3744
C 1.30 -0.32 0.28 0.4418
N 0.18 -0.61 -0.71 -0.3591
P -1.38 0.09 -0.22 0.1821
S -1.90 -0.28 1.63 -0.3318
O 2.27 0.77 -0.09 -0.0848
F 1.61 1.88 0.12 -0.1011
H 0.12 -1.62 -0.97 0.3641
H -2.40 -0.51 -1.06 0.1319
H -1.33 1.54 -0.41 0.1313
```

The highest occupied orbital energy comes out at -9.158 eV. The calculation puts the orbital gap at 8.18 eV. The maximum force is 9.31 eV/A. As for the total energy: -29506.577 eV.

***

8.
The following is a DFT calculation (ωB97M-V/def2-TZVPD) of 2 unconnected molecules or ions with the total composition CH3FNO2S.

Structure (XYZ):
```
9
Properties=species:S:1:pos:R:3:mulliken_charge:R:1
C -0.81 -1.13 1.07 0.3049
N -1.15 -2.30 0.97 -0.5711
O 1.26 0.56 -0.40 -0.6628
O 2.47 1.69 -2.20 -0.5922
F -1.79 -0.24 1.18 -0.2617
S 1.15 1.51 -1.59 0.2281
H 0.21 -0.67 0.86 0.2883
H -2.18 -2.24 1.00 0.2614
H 0.84 2.82 -0.89 0.0050
```

Its net charge is -1. The highest occupied orbital energy comes out at -3.264 eV. The calculation puts the orbital gap at 7.18 eV. The maximum force is 2.70 eV/A. As for the total energy: -20223.343 eV. The energy above the lowest of the compared OMol25 structures with the same formula, charge and spin is 1.431 eV.

***

9.
The following is a DFT calculation (ωB97M-V/def2-TZVPD) of 2 unconnected molecules or ions with the total composition CH3FNO2S.

Structure (XYZ):
```
9
Properties=species:S:1:pos:R:3:mulliken_charge:R:1
C 1.77 0.46 -0.09 0.1284
N 2.11 -0.67 0.36 -0.4789
O -1.33 0.05 0.14 -0.5605
O -3.74 -0.27 0.72 -0.5695
F 2.65 1.56 -0.04 -0.2785
S -2.75 0.06 -0.29 0.1390
H 0.94 0.76 -0.64 0.3749
H 2.97 -0.70 0.87 0.2519
H -2.63 -1.25 -1.03 -0.0068
```

Its net charge is -1. The highest occupied orbital energy comes out at -2.867 eV. The calculation puts the orbital gap at 6.61 eV. The maximum force is 3.63 eV/A. As for the total energy: -20223.211 eV. The energy above the lowest of the compared OMol25 structures with the same formula, charge and spin is 1.563 eV.

***

10.
The following is a DFT calculation (ωB97M-V/def2-TZVPD) of a single CH3FNOPS molecule.

Structure (XYZ):
```
9
Properties=species:S:1:pos:R:3:mulliken_charge:R:1
H -0.32 -2.18 -0.59 0.2829
N -0.01 -1.30 -0.94 -0.6609
C -0.31 -0.25 -0.33 0.7239
P -1.37 -0.45 1.17 -0.1695
O -0.01 1.05 -0.34 -0.3132
S 1.16 1.78 -1.32 0.2281
F 2.50 1.01 -0.79 -0.2163
H -0.25 -0.68 1.85 0.0494
H -1.38 1.02 1.28 0.0755
```

The highest occupied orbital energy comes out at -9.641 eV. The calculation puts the orbital gap at 9.74 eV. The maximum force is 4.12 eV/A. As for the total energy: -27461.582 eV. The energy above the lowest of the compared OMol25 structures with the same formula, charge and spin is 2.014 eV.

***

11.
The following is a DFT calculation (ωB97M-V/def2-TZVPD) of a single CH3FNP molecule.

Structure (XYZ):
```
7
Properties=species:S:1:pos:R:3:mulliken_charge:R:1
C 0.24 -0.11 0.34 -0.8209
P 2.05 0.16 0.22 0.7120
N 3.29 0.74 0.75 -0.5155
F 2.22 -0.98 -1.00 -0.2916
H -0.12 0.70 0.87 0.3406
H -0.28 -0.04 -0.63 0.2984
H 0.08 -1.11 0.83 0.2771
```

The highest occupied orbital energy comes out at -10.209 eV. The calculation puts the orbital gap at 10.01 eV. The maximum force is 3.83 eV/A. As for the total energy: -14580.363 eV. The energy above the lowest of the compared OMol25 structures with the same formula, charge and spin is 0.000 eV.

***

12.
The following is a DFT calculation (ωB97M-V/def2-TZVPD) of 2 unconnected molecules or ions with the total composition CH3FO2.

Structure (XYZ):
```
7
Properties=species:S:1:pos:R:3:mulliken_charge:R:1
O 0.31 -0.52 -0.98 -0.5548
C -0.55 0.24 -0.65 0.3601
O -0.99 0.43 0.59 -0.4008
H -1.23 1.00 -1.34 0.2365
H -0.58 -0.07 1.30 0.3577
F 1.35 -0.34 0.92 -0.4222
H 1.68 -0.74 0.16 0.4235
```

The highest occupied orbital energy comes out at -10.888 eV. The calculation puts the orbital gap at 11.77 eV. The maximum force is 3.13 eV/A. As for the total energy: -7897.563 eV. The energy above the lowest of the compared OMol25 structures with the same formula, charge and spin is 0.694 eV.

***

13.
The following is a DFT calculation (ωB97M-V/def2-TZVPD) of a single CH3FO2 molecule.

Structure (XYZ):
```
7
Properties=species:S:1:pos:R:3:mulliken_charge:R:1
O 1.12 0.31 0.43 -0.3112
O 0.57 -0.84 -0.22 -0.2059
C -0.81 -0.83 -0.17 0.0205
F -1.36 -1.11 0.99 -0.2316
H 0.80 0.21 1.32 0.3263
H -1.17 0.24 -0.46 0.1880
H -1.17 -1.48 -0.97 0.2139
```

The highest occupied orbital energy comes out at -11.024 eV. The calculation puts the orbital gap at 11.91 eV. The maximum force is 5.21 eV/A. As for the total energy: -7894.878 eV. The energy above the lowest of the compared OMol25 structures with the same formula, charge and spin is 3.379 eV.

***

14.
The following is a DFT calculation (ωB97M-V/def2-TZVPD) of 2 unconnected molecules or ions with the total composition CH3FO2.

Structure (XYZ):
```
7
Properties=species:S:1:pos:R:3:mulliken_charge:R:1
C 0.63 0.85 0.13 -0.0941
O -1.40 0.17 -0.15 -0.5665
O -0.46 0.97 -0.41 0.1470
F -0.07 -2.16 -0.33 -0.4376
H 1.34 1.69 -0.01 0.2540
H 0.89 0.16 0.98 0.2633
H -0.94 -1.68 -0.21 0.4339
```

The highest occupied orbital energy (spin up / spin down) comes out at -10.292 / -10.294 eV. The calculation puts the orbital gap (spin up / spin down) at 9.70 / 9.70 eV. The maximum force is 4.34 eV/A. As for the total energy: -7892.949 eV. The energy above the lowest of the compared OMol25 structures with the same formula, charge and spin is 5.309 eV.

***

15.
The following is a DFT calculation (ωB97M-V/def2-TZVPD) of 2 unconnected molecules or ions with the total composition CH3FO2.

Structure (XYZ):
```
7
Properties=species:S:1:pos:R:3:mulliken_charge:R:1
O 1.06 0.43 0.34 -0.3236
C 1.43 -0.58 -0.09 0.2739
F 1.08 -1.76 0.40 -0.1846
H 2.09 -0.73 -1.09 0.2422
O -2.17 0.62 0.33 -0.6474
H -1.90 0.77 -0.68 0.3209
H -1.60 1.25 0.78 0.3186
```

The highest occupied orbital energy comes out at -11.285 eV. The calculation puts the orbital gap at 12.09 eV. The maximum force is 4.28 eV/A. As for the total energy: -7897.569 eV. The energy above the lowest of the compared OMol25 structures with the same formula, charge and spin is 0.688 eV.

***

16.
The following is a DFT calculation (ωB97M-V/def2-TZVPD) of a single CH3FO2S molecule.

Structure (XYZ):
```
8
Properties=species:S:1:pos:R:3:mulliken_charge:R:1
O 0.62 1.59 -1.06 -0.5481
S 0.72 0.39 -0.28 0.7711
O 1.76 -0.56 -0.56 -0.5124
C -0.86 -0.39 0.22 -0.1369
F -1.42 -1.17 -0.80 -0.2411
H 1.10 0.92 1.04 0.1285
H -0.23 -1.02 0.91 0.2394
H -1.69 0.23 0.53 0.2994
```

The highest occupied orbital energy comes out at -11.310 eV. The calculation puts the orbital gap at 11.55 eV. The maximum force is 4.10 eV/A. As for the total energy: -18730.867 eV. The energy above the lowest of the compared OMol25 structures with the same formula, charge and spin is 1.637 eV.

***

17.
The following is a DFT calculation (ωB97M-V/def2-TZVPD) of 2 unconnected molecules or ions with the total composition CH3FO3.

Structure (XYZ):
```
8
Properties=species:S:1:pos:R:3:mulliken_charge:R:1
O -0.20 1.32 -0.57 -0.4999
C -0.44 0.31 -1.17 0.7081
O -0.49 -0.91 -0.75 -0.4670
F -0.78 0.40 -2.46 -0.2211
H -0.28 -0.97 0.29 0.4538
O 0.43 -0.23 1.44 -0.6895
H 1.34 -0.68 1.61 0.3554
H 0.41 0.76 1.61 0.3603
```

The highest occupied orbital energy comes out at -11.125 eV. The calculation puts the orbital gap at 11.29 eV. The maximum force is 3.17 eV/A. As for the total energy: -9945.832 eV. The energy above the lowest of the compared OMol25 structures with the same formula, charge and spin is 0.572 eV.

***

18.
The following is a DFT calculation (ωB97M-V/def2-TZVPD) of a molecular structure, CH3FO3PS.

Structure (XYZ):
```
10
Properties=species:S:1:pos:R:3:mulliken_charge:R:1
C 0.12 -0.63 0.41 -0.0767
O -1.19 1.61 0.94 -0.6224
O -1.16 0.67 -1.29 -0.6161
O -2.41 -0.43 0.44 -0.6400
F -0.13 -1.86 0.78 -0.1745
P 0.97 -0.23 -1.25 -0.1508
S -1.28 0.41 0.17 1.0446
H 1.53 0.08 1.49 0.1475
H 1.20 1.09 -0.73 0.0511
H 2.36 -0.71 -0.96 0.0373
```

Its net charge is -1. The highest occupied orbital energy comes out at -4.807 eV. The calculation puts the orbital gap at 8.17 eV. The maximum force is 5.20 eV/A. As for the total energy: -30066.918 eV. The energy above the lowest of the compared OMol25 structures with the same formula, charge and spin is 3.401 eV.

***

19.
The following is a DFT calculation (ωB97M-V/def2-TZVPD) of 2 unconnected molecules or ions with the total composition CH3FOS.

Structure (XYZ):
```
7
Properties=species:S:1:pos:R:3:mulliken_charge:R:1
C -2.53 0.37 0.20 0.0068
O -2.13 0.82 -0.93 -0.2161
F -1.49 0.16 1.11 -0.1260
S 1.84 -0.48 0.33 -0.3083
H 3.17 -0.22 0.59 0.1539
H -1.17 1.02 -1.17 0.3373
H 2.31 -1.68 -0.13 0.1524
```

The highest occupied orbital energy comes out at -10.015 eV. The calculation puts the orbital gap at 10.52 eV. The maximum force is 1.93 eV/A. As for the total energy: -16683.416 eV. The energy above the lowest of the compared OMol25 structures with the same formula, charge and spin is 2.072 eV.

***

20.
The following is a DFT calculation (ωB97M-V/def2-TZVPD) of 2 unconnected molecules or ions with the total composition CH3I2NO.

Structure (XYZ):
```
8
Properties=species:S:1:pos:R:3:mulliken_charge:R:1
C 1.21 -0.24 0.09 -0.2773
N -1.32 0.46 -0.50 -0.4672
O 0.29 0.58 0.70 -0.3208
I -1.87 -1.43 -0.17 0.2760
I -2.38 1.97 0.16 0.2692
H 1.74 0.39 -0.69 0.2015
H 0.60 -0.94 -0.47 0.0739
H 1.74 -0.80 0.89 0.2448
```

The highest occupied orbital energy (spin up / spin down) comes out at -9.099 / -9.158 eV. The calculation puts the orbital gap (spin up / spin down) at 7.66 / 7.61 eV. The maximum force is 3.24 eV/A. As for the total energy: -20819.156 eV. The energy above the lowest of the compared OMol25 structures with the same formula, charge and spin is 2.015 eV.